Entry from the Open Molecules 2025 dataset: C30H28B2Cl4LaN12O6 as an isolated structure (the ωB97M-V functional and the def2-TZVPD basis).

CARTESIAN COORDINATES (ANGSTROEM)
La  0.606537  -0.671824  0.657672
C  -0.126208  1.570069  3.921547
C  -1.206257  1.513808  2.893249
C  -2.579895  1.740903  3.096083
C  -3.127218  1.708724  1.836945
N  -2.142635  1.492871  0.947173
N  -0.958266  1.334722  1.600231
B  -2.269098  1.614800  -0.595825
N  -2.734735  0.281457  -1.191985
C  -3.736076  -0.062279  -2.021777
C  -3.710122  -1.427301  -2.170755
C  -2.631975  -1.862099  -1.379361
C  -2.218530  -3.283194  -1.178240
N  -2.040569  -0.823370  -0.796294
N  -0.949993  2.076721  -1.270451
C  -0.854719  3.104283  -2.133455
C  0.376803  3.052827  -2.734549
C  1.003081  1.928908  -2.175140
C  2.377374  1.443680  -2.494307
N  0.196560  1.340945  -1.291458
N  -3.272550  2.785917  -0.837026
C  -3.190244  3.976339  -0.208135
C  -4.029806  4.863496  -0.842965
C  -4.593183  4.111227  -1.888469
C  -5.603302  4.527231  -2.911400
N  -4.115959  2.877166  -1.894057
H  -0.156982  2.556719  4.393367
H  0.858100  1.441029  3.473701
H  -0.262622  0.815455  4.693369
H  -3.082160  1.911605  4.032962
H  -4.137923  1.866371  1.499354
H  -4.381586  0.692903  -2.428267
H  -4.379737  -2.037927  -2.753193
H  -3.104910  -3.891244  -0.983035
H  -1.542641  -3.403639  -0.339503
H  -1.720075  -3.676996  -2.067384
H  -1.679655  3.782315  -2.272132
H  0.782620  3.724323  -3.471687
H  2.658654  1.797839  -3.488101
H  2.457325  0.360300  -2.454377
H  3.109541  1.831189  -1.782901
H  -2.528730  4.104875  0.631903
H  -4.208399  5.894344  -0.588670
H  -5.749830  5.607948  -2.902768
H  -6.571764  4.058156  -2.728089
H  -5.280842  4.238624  -3.912113
O  -2.236336  -3.759605  3.071333
C  -1.610658  -2.851669  2.624975
O  -1.469153  -2.089831  1.691250
C  -0.134890  -2.176634  4.042845
O  -0.213664  -2.846246  5.024236
O  0.395788  -1.252301  3.481880
B  1.251760  -4.482192  0.351185
N  2.300869  -3.816956  1.284768
C  3.340220  -4.382674  1.912321
C  3.943537  -3.433926  2.716429
C  3.188365  -2.277489  2.497639
N  2.199464  -2.524328  1.645986
N  1.200096  -3.750495  -1.028998
C  1.540414  -4.225964  -2.231886
C  1.231061  -3.281061  -3.195014
C  0.690109  -2.224960  -2.459089
N  0.670049  -2.518595  -1.164164
H  0.153846  -4.420488  0.856251
H  1.614643  -5.622411  0.142399
H  3.559301  -5.422457  1.735362
H  4.806160  -3.552286  3.348450
H  3.299725  -1.287522  2.911810
H  1.973231  -5.209283  -2.308531
H  1.385291  -3.340789  -4.258142
H  0.312360  -1.269437  -2.793805
Cl  7.659650  0.931812  -0.355143
C  6.027053  0.928957  0.250173
C  5.677980  1.722258  1.322164
Cl  6.862260  2.735417  2.098720
C  4.354320  1.707380  1.792564
Cl  3.870985  2.697538  3.138431
C  3.385657  0.902367  1.208344
O  2.139401  0.853961  1.599960
C  3.742078  0.069034  0.092933
O  2.815012  -0.649954  -0.446852
C  5.064626  0.112172  -0.360283
Cl  5.461978  -0.881527  -1.730211

Cartesian forces, eV/Å:
-0.365 0.122 0.228
0.091 0.139 0.008
-0.008 -0.005 0.073
-0.009 -0.036 -0.034
-0.060 0.040 -0.073
0.171 -0.092 -0.029
-0.137 0.307 -0.114
-0.122 0.223 -0.059
0.178 -0.112 0.190
-0.045 0.043 -0.006
-0.025 0.021 -0.016
0.082 0.005 0.103
-0.041 -0.093 0.033
-0.003 0.005 -0.178
0.110 -0.173 0.115
-0.108 0.020 0.000
0.014 0.038 -0.010
0.055 -0.137 0.121
0.063 0.041 -0.087
-0.103 -0.043 -0.103
-0.067 0.004 -0.123
-0.016 -0.009 0.119
0.057 -0.059 0.087
-0.020 -0.037 -0.181
-0.019 0.080 -0.039
0.002 -0.094 0.129
0.022 -0.025 0.029
-0.041 -0.048 -0.046
-0.025 -0.009 0.000
-0.022 -0.007 0.003
-0.031 -0.016 0.034
-0.029 0.022 -0.018
-0.009 -0.002 -0.008
-0.007 -0.007 -0.045
-0.019 0.069 0.025
-0.014 0.005 -0.007
0.064 0.037 -0.064
0.001 0.013 -0.010
0.005 -0.012 0.007
-0.033 -0.003 -0.001
-0.023 0.017 0.014
-0.002 0.026 0.047
-0.013 0.018 0.002
0.027 0.000 0.034
0.004 -0.014 0.019
0.005 -0.031 0.005
-0.045 -0.030 -0.016
0.196 0.173 0.206
0.100 -0.059 -0.063
-0.192 -0.152 -0.174
0.024 0.026 0.058
0.063 0.164 -0.130
0.059 -0.110 -0.048
-0.060 0.152 -0.046
-0.062 -0.100 -0.083
0.066 0.045 -0.070
-0.039 -0.035 0.030
-0.002 -0.327 0.074
-0.057 0.138 0.015
0.027 -0.100 0.054
-0.006 0.014 0.025
0.012 0.088 -0.048
0.210 -0.307 -0.202
0.034 0.021 0.010
-0.029 0.036 0.017
0.056 -0.003 0.047
0.011 -0.003 0.005
0.010 -0.005 0.034
0.009 -0.003 -0.046
0.000 -0.009 -0.012
0.007 -0.003 -0.023
-0.026 0.022 0.036
0.123 -0.052 -0.105
0.073 0.109 0.106
-0.024 -0.031 -0.035
0.002 -0.044 0.006
0.027 -0.012 -0.021
-0.271 0.070 0.094
0.286 0.095 0.226
0.126 -0.085 -0.216
-0.121 0.084 0.076
-0.163 -0.028 0.015
0.036 0.032 0.029

Computed properties:
* net charge: -2
* energy relative to the best compared isomer or geometry (same formula, charge and spin): 0.0000 eV
* E_tot: -4191.09380 hartree
* Kohn-Sham gap (spin up / spin down): 6.0 / 6.1 eV
* 2S+1: 2